(1)
The following is a quantum chemistry calculation of C19H21Br27IN2O3PS as an isolated structure at a distorted geometry, from OMol25.

```
75
Properties=species:S:1:pos:R:3:lowdin_charge:R:1
Br -12.41595 -0.29016 5.07650 0.56
H 3.58938 4.71924 3.69701 0.05
H -6.33309 -1.26841 4.50619 -0.05
C 1.11559 -1.01089 -3.48459 -1.52
Br -1.32810 4.13114 -2.33429 0.54
H -3.18966 5.71774 -2.78517 -0.03
Br 1.92877 -2.68799 -4.02072 0.55
H -0.28686 2.27574 1.67996 0.10
Br 2.75601 -4.26962 -8.54577 0.56
Br -4.33578 0.17555 4.17088 0.57
Br -0.94612 -2.68587 -0.30482 0.63
H 0.65134 -1.37374 0.68239 -0.04
C 4.03815 1.23346 1.11667 -0.04
C -10.65833 0.52713 5.14689 -1.61
Br -1.66185 -8.90325 1.54158 0.54
Br 1.29582 -9.97952 0.89268 0.56
C -0.09198 1.15601 1.79890 -0.13
C 4.17487 -0.22868 0.54706 -0.20
P 2.31883 3.50730 2.25146 0.55
Br 5.04743 5.69699 -2.99330 0.54
Br -4.05614 -2.43483 -2.65391 0.55
C 7.62404 1.68793 1.37105 -0.12
H 7.69938 0.58152 1.65106 0.09
H 8.55257 1.95089 0.73499 0.10
C 5.28218 2.22345 1.33564 -0.20
H 1.46672 -2.40563 -9.57022 -0.03
N 5.37967 -0.90432 0.11784 -0.25
C 0.11095 -8.44355 0.89830 -1.61
Br -10.61826 2.05034 6.34704 0.56
Br 1.71817 -0.44508 -1.72842 0.82
C -4.86347 -0.75396 -2.11763 -1.58
Br -4.24284 -0.18142 -0.37050 0.56
Br 0.87076 -6.95076 1.87730 0.54
H -10.44105 0.90272 4.14766 -0.03
C 1.57055 -0.69042 0.78124 -0.20
Br 1.98225 5.41688 -3.91925 0.51
Br -5.33234 -2.40361 2.53267 0.58
N 3.27673 -2.60303 -0.16177 -0.26
H -0.79330 0.49153 1.18008 0.10
H 1.44531 -0.25577 -4.19834 -0.03
Br -0.81848 -1.08152 -3.58186 0.53
C 1.57671 -2.72939 -8.53625 -1.61
C -0.19538 0.68401 3.36069 -0.24
Br -1.37994 6.82916 -4.08064 0.54
Br -9.27925 -0.76671 5.57858 0.55
Br 3.58873 2.83453 -2.89779 0.53
Br -2.44078 -5.16065 1.09531 0.56
O 6.44404 1.87438 0.54915 -0.23
H 0.25580 -0.38385 3.36798 0.09
C -5.86383 -0.87684 3.60429 -1.58
C 2.99587 -1.28216 0.33643 -0.46
H 5.53886 2.15848 2.46637 0.13
Br -3.28677 4.36609 -4.87081 0.56
H -3.19424 -2.81518 0.75192 -0.12
Br 2.34232 -1.24236 -7.55410 0.54
H 1.50360 0.97981 4.28615 0.09
Br -1.80021 -2.50548 2.78735 0.58
C -2.23037 -3.23339 1.04210 -1.58
H -1.26021 0.72693 3.76923 0.09
H 7.66961 2.35330 2.29955 0.09
C 1.41175 0.73438 1.34721 -0.19
S 4.97962 -2.50559 -0.37478 0.93
H -4.53673 -0.00091 -2.83374 -0.02
H 4.97761 3.31981 1.15914 0.07
I 2.72599 5.13870 0.39966 0.36
Br -7.19131 0.20984 2.70027 0.54
Br -0.19588 -3.18166 -7.89092 0.55
O 0.67174 1.50055 4.21190 -0.14
H 4.03837 4.34550 -4.82121 -0.03
C -2.40638 5.31714 -3.42717 -1.60
H 0.00064 -8.12259 -0.13672 -0.02
Br -6.79991 -0.82205 -2.20901 0.57
O 3.53631 3.76361 3.47222 -0.41
C 3.71130 4.54562 -3.80186 -1.60
C 2.61049 1.75342 1.53697 -0.29
```

Values from the calculation:
E_HOMO (eV): -8.28
Lowest unoccupied orbital energy (eV): -1.5
Kohn-Sham gap (eV): 6.759
F_max (eV Å⁻¹): 5.95
DFT total energy (Eh): -71607.0938
Net charge: 0

---

(2)
The following is a quantum chemistry calculation of one molecule with the formula C19H21BrFN3O3S, from OMol25.

```
49
Properties=species:S:1:pos:R:3:lowdin_charge:R:1
N 2.34870 0.53056 1.43301 -0.09
C -2.31577 -0.62970 -1.71390 -0.46
H 4.10764 0.81802 0.32547 0.11
C 2.11903 1.88896 1.59237 -0.16
H -0.88866 -2.29538 -4.19322 0.13
H 1.67588 5.73016 2.20539 0.10
C -1.01242 -1.37617 -3.62022 -0.19
H 0.58591 -0.13323 2.34849 0.13
C -3.95667 -0.14998 0.06593 0.00
C -4.64052 -0.45412 1.22645 -0.11
H 3.79015 -0.84539 0.86870 0.13
C 0.69825 3.84527 1.94680 -0.02
C -3.03718 -1.04466 -0.47582 -0.13
H -0.08138 -1.62032 0.41274 0.11
C 0.33725 -0.87137 -3.12707 -0.17
H 0.19844 0.05430 -2.57393 0.09
H -1.87375 -2.57462 -2.14730 0.11
H -5.35845 0.23596 1.64195 0.10
O 2.30888 -2.56638 -2.63825 -0.29
H 3.37861 -0.67840 -1.56992 0.12
C 3.06227 4.11358 1.92214 -0.09
C 0.61496 -0.79393 0.28089 -0.16
S 1.13193 -2.07329 -1.98979 0.66
C 3.33375 0.06892 0.47799 -0.13
H 3.93999 4.73630 2.00576 0.10
H -2.04088 -2.93984 -0.18909 0.10
O -2.13250 0.54193 -1.99375 0.07
C -3.45659 -2.55585 1.34848 -0.11
O 0.16076 -3.03178 -1.53627 -0.30
C 3.21368 2.75918 1.71260 -0.02
H 2.25607 0.68843 -1.29118 0.13
H 4.21038 2.34995 1.66305 0.11
C 1.31062 -0.46035 1.60664 -0.12
H -4.12337 0.78864 -0.43990 0.12
Br -5.31555 -2.09636 3.45610 0.73
C 2.66525 -0.24423 -0.86950 -0.17
N -1.91899 -1.64142 -2.52651 0.06
H 0.06550 0.08365 -0.08790 0.12
F -0.28600 1.76352 1.62693 0.04
H 1.79622 -1.37050 1.97537 0.13
H -3.26037 -3.48365 1.86378 0.10
C -2.78349 -2.24708 0.18044 -0.03
C 0.86133 2.49182 1.72444 -0.19
H -1.46396 -0.60527 -4.25433 0.13
C 1.80060 4.67232 2.03995 -0.09
H -0.30584 4.23076 2.03045 0.12
C -4.38476 -1.66117 1.85554 -0.68
N 1.62558 -1.22220 -0.65892 -0.25
H 1.03945 -0.72561 -3.94104 0.10
```

Values from the calculation:
E_HOMO (eV): -8.04
Structure (SMILES): O=C(NCCS(=O)(=O)N1CCN(c2ccccc2F)CC1)c1ccc(Br)cc1
Lowest unoccupied orbital energy (eV): 0.4
Kohn-Sham gap (eV): 8.477
F_max (eV Å⁻¹): 0.93
DFT total energy (Eh): -4198.6882
Energy relative to the best compared isomer or geometry (same formula, charge and spin) (kJ/mol): 9.7
Net charge: 0

---

(3)
The following is a quantum chemistry calculation of a 2-piece molecular cluster, C19H21Cl2NO3 overall, from OMol25.

```
46
Properties=species:S:1:pos:R:3:lowdin_charge:R:1
C -2.70412 3.19788 0.66507 -0.14
H -1.84485 2.42910 -1.76672 0.13
C 2.28710 -2.16266 -2.69679 0.00
Cl -2.68681 -1.16451 2.92181 0.56
C -0.29934 0.11104 -1.18977 -0.26
C -0.76565 2.57695 -1.68261 -0.14
H 1.14949 -2.83629 3.81402 0.09
C 0.85459 -1.97552 -0.29697 -0.12
H 0.46650 3.73770 -0.38318 0.11
C 1.42544 -0.20383 2.42086 -0.20
C 1.74092 -3.02152 -0.53502 -0.02
H 2.08123 -2.22812 2.01576 0.13
N 2.80395 0.15973 2.03948 0.01
H 3.14478 0.89842 2.63937 0.06
O -1.27505 0.10608 -0.46645 0.10
H -0.49946 3.33096 -2.42257 0.12
H -0.61720 -1.18247 1.07961 0.05
H -0.30591 -2.89119 1.21929 0.13
Cl -5.16950 -1.91323 1.53754 0.51
H 0.81562 2.02780 -3.83933 0.13
C 0.16404 -1.92110 1.04139 -0.11
H 3.11188 -3.96289 -1.89123 0.11
C 1.29955 -0.08224 -3.55403 -0.33
C 0.67054 -1.01631 -1.30049 -0.02
H -3.47186 -0.44079 0.83492 -0.01
C -0.40580 3.09023 -0.28191 -0.18
C 2.44195 -3.13305 -1.71734 -0.04
C 1.41622 -1.11652 -2.48311 -0.09
C -0.07485 1.30214 -2.06272 -0.12
H 0.69118 0.37861 1.85684 0.10
H -1.83530 4.68185 -0.48007 0.12
C -3.48815 -1.38513 1.36473 -1.04
O 1.72557 -0.26056 -4.67408 0.11
H 2.82626 -2.21070 -3.63121 0.12
C -1.52251 3.97721 0.29223 -0.20
H 2.82594 0.50147 1.08752 0.06
C 1.14680 -1.69957 2.19826 -0.35
H 1.88163 -3.78251 0.22221 0.12
C -3.66186 2.52285 0.91259 0.12
H -2.94700 -2.13962 0.80626 0.02
C 0.66731 1.19374 -3.16562 0.07
H 1.26513 0.01317 3.47281 0.12
H -1.17127 4.53226 1.16011 0.11
H -4.51167 1.92537 1.13403 0.03
H -0.17624 2.27798 0.40264 0.10
O 0.53079 -2.24223 3.38187 -0.06
```

Values from the calculation:
E_HOMO (eV): -9.39
Structure (SMILES): C#CCCCC1=CC(=O)c2cccc(C[C@H](O)CN)c2C1=O.ClCCl
Lowest unoccupied orbital energy (eV): -1.2
Kohn-Sham gap (eV): 8.195
F_max (eV Å⁻¹): 0.76
DFT total energy (Eh): -1937.3899
Energy relative to the best compared isomer or geometry (same formula, charge and spin) (kJ/mol): 273.3
Net charge: 0

---

(4)
The following is a quantum chemistry calculation of a 7-piece molecular cluster, C19H21F6NO20 overall at a distorted geometry, from OMol25.

```
67
Properties=species:S:1:pos:R:3:lowdin_charge:R:1
C 11.29952 11.16426 -16.48024 -0.07
H 13.26730 10.42116 -16.76997 0.15
C 10.98726 9.96294 -14.61614 -0.55
C 12.67018 10.71837 -15.90704 -0.31
O 10.42342 9.37784 -13.74984 0.18
O 12.21892 13.04946 -23.72942 0.15
H 11.60828 13.08040 -20.58403 0.11
F 16.15909 11.10508 -24.14159 0.06
O 13.47163 14.79688 -20.41738 0.15
C 13.24601 15.46257 -21.38898 -0.54
C 21.27951 9.10828 -19.68530 -0.56
O 14.26022 12.11954 -23.43039 0.11
H 10.06479 12.31989 -21.11333 0.15
N 14.60266 11.93246 -19.71968 -0.44
O 21.73626 8.01887 -19.74341 0.19
O 21.23897 9.99842 -20.69317 0.09
H 19.43506 11.06277 -20.84666 0.13
H 13.94262 9.52258 -25.27754 0.14
H 11.01052 10.63940 -17.38924 0.14
H 20.89415 11.99844 -20.51990 0.13
H 13.92308 16.42753 -24.34571 0.14
O 18.51958 13.85288 -24.17184 0.15
C 9.71280 14.25300 -20.39485 -0.29
O 10.48342 10.96785 -15.33528 0.09
C 9.23648 13.07222 -18.55535 -0.55
F 13.28198 11.77313 -15.28135 0.06
H 17.37740 15.17364 -21.56894 0.14
C 12.38511 16.96771 -22.82881 -0.28
C 20.27125 10.92528 -18.81350 -0.31
H 15.82975 12.63469 -21.26904 0.09
O 14.44242 11.92055 -18.52273 0.08
F 11.16875 17.14250 -23.41274 0.08
O 16.62720 13.64560 -25.34567 0.18
H 14.82074 10.13068 -23.01079 0.17
H 14.49238 11.14445 -25.94558 0.15
O 8.80625 12.85917 -17.47877 0.20
O 20.58343 9.55334 -18.59930 0.13
O 16.72729 14.93693 -23.51459 0.06
O 10.37493 12.52890 -19.03288 0.05
C 15.71613 12.77914 -20.19575 0.04
H 18.05405 16.30112 -22.91221 0.15
H 16.63749 12.42446 -19.74163 0.09
F 19.15916 13.39796 -22.04425 0.03
C 18.92228 14.41646 -22.94636 -0.26
O 12.20459 16.29606 -21.60097 0.13
C 17.73713 15.31075 -22.58192 -0.03
O 8.69166 13.89705 -19.49372 0.14
C 13.02942 12.19195 -23.94105 -0.55
O 14.04711 15.49366 -22.46758 0.04
C 20.37699 11.06133 -20.30251 -0.08
H 15.47656 13.81648 -19.98570 0.08
O 12.24672 9.69426 -15.06363 0.13
F 9.26100 14.43834 -21.67645 0.06
F 19.01393 11.24029 -18.41053 0.07
C 14.85580 10.86009 -23.81669 -0.25
H 19.90747 14.87337 -23.03376 0.17
O 12.80926 11.19671 -24.82191 0.08
C 10.54924 12.96863 -20.38254 -0.04
H 10.21540 15.18356 -20.12280 0.17
H 21.01217 11.49209 -18.25088 0.17
H 11.37223 12.20847 -16.76914 0.12
C 17.22499 14.08154 -24.42846 -0.58
C 13.27555 15.99013 -23.59231 -0.01
O 13.99892 11.25810 -20.50612 0.08
H 12.78783 15.09830 -23.98726 0.12
H 12.85274 17.93407 -22.61624 0.17
C 14.07871 10.58640 -25.10847 -0.02
```

Values from the calculation:
E_HOMO (eV): -10.72
Structure (SMILES): O=C1OC[C@@H](F)O1.O=C1OC[C@@H](F)O1.O=C1OC[C@@H](F)O1.O=C1OC[C@@H](F)O1.O=C1OC[C@@H](F)O1.O=C1OC[C@@H](F)O1.C[N+](=O)[O-]
Lowest unoccupied orbital energy (eV): -0.2
Kohn-Sham gap (eV): 10.568
F_max (eV Å⁻¹): 3.10
DFT total energy (Eh): -2895.3355
Energy relative to the best compared isomer or geometry (same formula, charge and spin) (kJ/mol): 32.6
Net charge: 0

---

(5)
The following is a quantum chemistry calculation of C19H21FFeN3O5S2 as an isolated structure, from OMol25.

```
52
Properties=species:S:1:pos:R:3:lowdin_spin:R:1
H 1.76860 2.32360 3.90164 0.00
H 0.39907 -3.88235 -4.16490 0.00
C -4.63772 0.14851 0.29995 0.00
O 3.38644 0.52744 1.91642 0.00
H 3.37309 -2.56428 -1.38885 0.00
C 0.50359 3.33772 0.15810 0.00
C 0.81357 -3.10985 -3.52769 0.00
H -2.05854 5.57591 0.84947 0.00
C 0.73749 -0.89010 -2.64873 0.00
H 0.75160 -1.22753 4.41410 0.00
C -3.50593 0.34595 1.05271 0.00
N -0.84406 0.58618 -1.09643 -0.01
Fe -0.36259 0.63440 0.77765 0.98
C 1.32690 -1.09789 3.49602 0.00
H 2.28425 -0.35059 -1.26297 0.00
C 2.62483 -4.72308 -2.86986 0.00
O 0.94544 1.67952 -2.37313 0.00
O -1.04021 0.78119 -3.56562 0.00
H 2.84792 1.03839 4.42130 0.00
C -4.50561 0.10406 -1.09490 0.00
C 1.80854 1.27232 4.20238 0.00
F -0.32687 -1.14581 0.90191 0.04
O -0.06842 0.73064 2.77165 0.00
C 0.19521 -1.87316 -3.46359 0.00
C -2.17271 0.44156 -0.86656 0.00
H -2.42718 3.01846 1.45025 0.00
C 2.48327 -2.37092 -1.97554 0.00
C -3.28137 0.24475 -1.70458 0.00
H -3.15339 0.21114 -2.77412 0.00
C 1.32610 0.36302 3.09019 0.00
H -3.52639 0.37143 2.13527 0.00
C 2.17763 0.56851 1.82398 0.00
H -0.69252 -1.65958 -4.04339 0.00
H 2.35697 -1.40618 3.67240 0.00
H -5.38386 -0.05381 -1.70802 0.00
O 1.51744 0.78070 0.72702 0.00
H -0.19080 1.64323 3.06142 0.00
H 3.07467 -4.87140 -3.85351 0.00
S -0.06589 0.66915 -2.51305 0.00
H 1.20780 1.12561 5.10149 0.00
H 3.41045 -4.82404 -2.12260 0.00
H 1.90211 -5.52548 -2.71635 0.00
H -5.59658 0.02137 0.77980 0.00
C -1.36863 4.76230 0.70659 0.00
S 0.16816 4.98762 -0.00883 0.00
C 1.88181 -1.12541 -1.90134 0.00
C 1.96144 -3.37600 -2.78427 0.00
N -2.31637 0.51039 0.47239 -0.01
H 1.41112 2.86662 -0.18969 0.00
C -1.54305 3.45764 1.01579 0.00
N -0.46828 2.65434 0.71156 0.00
H 0.89148 -1.70620 2.70709 0.00
```

Values from the calculation:
2S+1: 2
E_HOMO (alpha / beta) (eV): -8.41 / -8.44
Lowest unoccupied orbital energy (alpha / beta) (eV): 0.1 / 0.0
Kohn-Sham gap (alpha / beta) (eV): 8.524 / 8.414
F_max (eV Å⁻¹): 0.13
DFT total energy (Eh): -3437.1146
Energy relative to the best compared isomer or geometry (same formula, charge and spin) (kJ/mol): 0.0
Net charge: 0

---

What did the third record say?
The following is a quantum chemistry calculation of a 2-piece molecular cluster, C19H21Cl2NO3 overall, from OMol25.

```
46
Properties=species:S:1:pos:R:3:lowdin_charge:R:1
C -2.70412 3.19788 0.66507 -0.14
H -1.84485 2.42910 -1.76672 0.13
C 2.28710 -2.16266 -2.69679 0.00
Cl -2.68681 -1.16451 2.92181 0.56
C -0.29934 0.11104 -1.18977 -0.26
C -0.76565 2.57695 -1.68261 -0.14
H 1.14949 -2.83629 3.81402 0.09
C 0.85459 -1.97552 -0.29697 -0.12
H 0.46650 3.73770 -0.38318 0.11
C 1.42544 -0.20383 2.42086 -0.20
C 1.74092 -3.02152 -0.53502 -0.02
H 2.08123 -2.22812 2.01576 0.13
N 2.80395 0.15973 2.03948 0.01
H 3.14478 0.89842 2.63937 0.06
O -1.27505 0.10608 -0.46645 0.10
H -0.49946 3.33096 -2.42257 0.12
H -0.61720 -1.18247 1.07961 0.05
H -0.30591 -2.89119 1.21929 0.13
Cl -5.16950 -1.91323 1.53754 0.51
H 0.81562 2.02780 -3.83933 0.13
C 0.16404 -1.92110 1.04139 -0.11
H 3.11188 -3.96289 -1.89123 0.11
C 1.29955 -0.08224 -3.55403 -0.33
C 0.67054 -1.01631 -1.30049 -0.02
H -3.47186 -0.44079 0.83492 -0.01
C -0.40580 3.09023 -0.28191 -0.18
C 2.44195 -3.13305 -1.71734 -0.04
C 1.41622 -1.11652 -2.48311 -0.09
C -0.07485 1.30214 -2.06272 -0.12
H 0.69118 0.37861 1.85684 0.10
H -1.83530 4.68185 -0.48007 0.12
C -3.48815 -1.38513 1.36473 -1.04
O 1.72557 -0.26056 -4.67408 0.11
H 2.82626 -2.21070 -3.63121 0.12
C -1.52251 3.97721 0.29223 -0.20
H 2.82594 0.50147 1.08752 0.06
C 1.14680 -1.69957 2.19826 -0.35
H 1.88163 -3.78251 0.22221 0.12
C -3.66186 2.52285 0.91259 0.12
H -2.94700 -2.13962 0.80626 0.02
C 0.66731 1.19374 -3.16562 0.07
H 1.26513 0.01317 3.47281 0.12
H -1.17127 4.53226 1.16011 0.11
H -4.51167 1.92537 1.13403 0.03
H -0.17624 2.27798 0.40264 0.10
O 0.53079 -2.24223 3.38187 -0.06
```

Values from the calculation:
E_HOMO (eV): -9.39
Structure (SMILES): C#CCCCC1=CC(=O)c2cccc(C[C@H](O)CN)c2C1=O.ClCCl
Lowest unoccupied orbital energy (eV): -1.2
Kohn-Sham gap (eV): 8.195
F_max (eV Å⁻¹): 0.76
DFT total energy (Eh): -1937.3899
Energy relative to the best compared isomer or geometry (same formula, charge and spin) (kJ/mol): 273.3
Net charge: 0

---

Among the records above, which one has the highest F_max? C19H21Br27IN2O3PS

---

The lowest DFT total energy belongs to which entry? C19H21Br27IN2O3PS

---

Which formula does entry 5 have? C19H21FFeN3O5S2